Density functional theory data (ωB97M-V/def2-TZVPD) for 7 unconnected molecules or ions with the total composition C42H105N7O14 at a distorted geometry.

```
168
Properties=species:S:1:pos:R:3:forces:R:3
C -2.3958 -1.7284 1.7396 0.77 0.33 1.66
O -1.2738 -0.8203 1.5677 -1.85 -1.15 -0.50
C -0.7018 -1.0573 0.3208 1.99 1.07 -0.56
C 0.4398 -0.0393 0.1079 -0.05 -1.41 -0.60
N 0.0181 1.1876 -0.4982 -0.17 1.03 0.73
C -0.5606 2.1225 0.4850 -0.60 1.15 -1.04
C -0.9071 3.5210 -0.2232 0.37 -0.71 0.32
O 0.2436 4.3336 -0.6013 0.09 -0.86 0.59
C -0.0518 5.5013 -1.3679 -0.46 -1.20 0.38
H -2.6622 -1.5540 2.7821 -0.54 -0.02 -0.12
H -2.1051 -2.7785 1.7093 0.49 -0.11 -0.31
H -3.2660 -1.6295 1.0906 0.19 0.67 -0.28
H -1.3695 -0.9430 -0.5332 -0.52 -0.01 0.06
H -0.2340 -2.0398 0.2575 -0.20 -0.44 0.23
H 1.1460 -0.4950 -0.5862 0.05 -0.23 -0.25
H 1.0272 0.0367 1.0229 -0.11 0.34 0.53
H 0.8265 1.5981 -0.9433 0.05 0.42 0.13
H -0.0689 2.1768 1.4563 1.22 0.59 -0.08
H -1.4586 1.6537 0.8874 -0.70 0.30 -0.69
H -1.5911 4.1338 0.3639 0.15 -0.06 0.50
H -1.4917 3.2296 -1.0958 0.18 0.01 -0.49
H -0.9192 5.9907 -0.9249 -0.05 0.35 -0.16
H -0.2623 5.1877 -2.3904 -0.24 0.19 -0.25
H 0.8012 6.1795 -1.3874 0.03 -0.17 0.29
C -2.7931 -6.3231 3.1949 0.38 -0.14 -0.97
O -2.1351 -7.5788 3.0305 0.10 0.46 1.01
C -2.2138 -8.2757 1.7939 -0.06 0.52 0.05
C -1.4259 -7.6727 0.5531 -0.50 -0.12 1.50
N -2.2462 -6.8625 -0.3582 1.06 0.05 -0.60
C -1.5111 -6.5761 -1.6129 -1.60 0.40 -0.63
C -2.3199 -5.6373 -2.5274 -0.21 0.30 1.21
O -2.3309 -4.2839 -2.0249 0.88 -0.70 -0.93
C -3.2603 -3.4673 -2.7660 0.78 -0.80 1.63
H -2.2921 -5.6324 2.5166 -0.33 0.50 -0.05
H -2.7219 -5.9105 4.2013 0.59 -0.53 0.15
H -3.8672 -6.3458 3.0107 -0.15 -0.29 -0.47
H -3.2726 -8.4480 1.6006 -0.17 0.17 -0.68
H -1.8334 -9.2452 2.1154 0.39 -0.09 -0.55
H -0.9130 -8.4929 0.0508 -0.47 -0.12 -0.44
H -0.5908 -7.0903 0.9421 0.16 0.18 0.34
H -2.3746 -5.9485 0.0519 -0.30 0.12 0.42
H -1.4602 -7.5187 -2.1579 0.40 -0.08 -0.04
H -0.5343 -6.0947 -1.5673 0.38 -0.32 0.67
H -3.3661 -5.9433 -2.5246 -0.12 -0.43 -0.36
H -1.8778 -5.7045 -3.5215 -0.10 0.27 -0.29
H -4.2156 -3.8907 -2.4560 -0.58 0.60 -0.56
H -3.0965 -3.4914 -3.8433 0.01 -0.05 -0.06
H -3.0739 -2.4793 -2.3449 -0.48 0.14 -0.32
C 2.5889 0.9918 -2.8367 -0.53 0.54 1.22
O 2.7158 1.8796 -1.6863 0.06 -0.96 -1.69
C 3.9794 2.4554 -1.5229 0.21 1.72 0.36
C 3.7833 3.5271 -0.4289 2.85 -0.23 0.69
N 3.7408 2.7834 0.8317 -1.14 0.22 -0.33
C 3.3028 3.6906 1.8918 -0.36 -0.75 0.58
C 2.8897 2.8448 3.1297 -0.75 0.21 -0.71
O 1.8857 3.5075 3.9084 1.38 0.99 0.47
C 1.1867 2.6446 4.7777 -0.76 -0.81 -1.65
H 3.1377 0.0651 -2.6690 0.12 -0.06 -0.05
H 2.8702 1.4459 -3.7868 0.29 0.28 0.12
H 1.5181 0.7924 -2.8763 0.11 -0.23 -0.11
H 4.4290 2.8812 -2.4200 -0.64 0.32 -0.59
H 4.7641 1.7606 -1.2236 -0.22 -0.43 0.56
H 3.0422 4.3220 -0.5129 -0.84 -0.62 -0.60
H 4.6890 4.1043 -0.2429 0.58 0.25 -0.96
H 2.9814 2.1639 0.5873 -0.46 -0.68 0.96
H 2.4853 4.3059 1.5162 -0.50 0.03 0.37
H 4.1148 4.3843 2.1100 0.18 -0.06 0.19
H 3.7699 2.4930 3.6678 0.13 0.49 0.60
H 2.4593 1.9075 2.7774 -0.29 -0.17 -0.40
H 0.5831 2.0819 4.0655 -0.20 -1.00 0.25
H 0.4046 3.1247 5.3660 0.70 0.63 0.31
H 1.8123 1.9530 5.3419 0.10 0.23 0.24
C -2.2968 8.5164 -1.9117 0.79 -0.46 0.48
O -1.2629 8.6299 -0.9111 -0.34 -1.01 -1.80
C -1.4751 9.4850 0.1582 0.26 0.37 0.45
C -0.6221 8.9802 1.3163 -0.34 -0.98 0.17
N -1.3760 7.8606 2.0416 0.42 2.56 0.94
C -1.0438 7.7306 3.4834 1.07 -0.74 -0.61
C -1.8741 6.7176 4.2384 -1.01 -0.86 -1.40
O -1.7591 6.7344 5.6083 0.16 1.15 1.84
C -0.5316 6.4016 6.2336 0.24 0.22 -0.50
H -1.8960 8.3286 -2.9078 0.72 0.07 0.14
H -2.8897 9.4215 -2.0433 -0.35 -0.11 0.55
H -2.8136 7.5884 -1.6669 -0.87 0.39 0.01
H -2.4967 9.5258 0.5361 -0.32 -0.27 -0.20
H -1.2365 10.4832 -0.2089 0.33 0.48 0.46
H -0.2808 9.8364 1.8981 -1.09 -0.05 1.05
H 0.3826 8.7010 0.9991 -0.05 -0.76 -0.71
H -1.4556 6.9953 1.5267 0.51 0.04 0.06
H -1.0881 8.6612 4.0492 -0.44 0.40 -0.48
H -0.0094 7.4086 3.6039 0.48 0.00 -0.07
H -1.7538 5.6857 3.9085 0.60 -0.16 -0.56
H -2.9233 6.8960 4.0028 -0.21 0.29 0.23
H -0.4757 5.3169 6.3257 0.23 -0.03 0.33
H -0.4300 6.9421 7.1746 -0.72 -0.44 0.35
H 0.3703 6.7690 5.7441 -0.06 -0.18 -0.79
C 3.8133 -2.9303 -0.7105 3.24 1.27 -0.08
O 2.6622 -3.2776 -0.1714 -2.73 -1.04 2.19
C 1.7508 -3.9160 -0.9865 -0.73 -0.93 -1.25
C 2.2491 -5.2205 -1.6369 -0.11 0.02 1.27
N 2.6486 -6.1650 -0.5971 0.59 -0.99 -0.57
C 3.6155 -7.1887 -1.0040 1.33 0.29 0.77
C 5.0737 -6.6541 -1.2644 -0.96 0.17 0.17
O 5.7304 -6.2505 -0.0514 0.22 0.39 -0.63
C 7.0451 -5.6818 -0.3064 -1.75 0.04 -0.41
H 4.3833 -2.4629 0.0925 0.10 0.42 0.03
H 3.6840 -2.1769 -1.4876 0.26 -0.12 -0.63
H 4.4648 -3.7684 -0.9578 -0.07 -0.24 -0.80
H 1.5100 -3.3043 -1.8559 -0.35 0.54 0.01
H 0.8660 -4.0757 -0.3702 -0.07 -0.09 -0.16
H 2.9975 -4.9316 -2.3748 0.59 -0.18 0.07
H 1.4642 -5.7013 -2.2208 -0.33 0.27 -0.08
H 2.8895 -5.7613 0.2969 0.13 0.33 -0.23
H 3.2552 -7.7651 -1.8561 0.00 0.41 -0.40
H 3.7549 -7.9645 -0.2511 -0.41 0.15 0.50
H 4.9222 -5.8110 -1.9385 0.49 0.36 -0.12
H 5.6935 -7.3923 -1.7734 0.01 -0.27 -0.12
H 7.0011 -4.7973 -0.9420 -0.48 0.26 -0.23
H 7.6085 -6.3927 -0.9108 0.63 -0.23 0.67
H 7.4187 -5.2943 0.6414 0.37 -0.80 -0.02
C 4.6280 -2.7482 -8.6527 0.19 -1.50 -1.25
O 3.3515 -2.4784 -8.1988 -0.15 0.92 1.45
C 3.3464 -1.4005 -7.2470 0.32 0.16 0.08
C 2.1681 -1.5826 -6.3355 0.87 0.23 -1.08
N 2.3487 -2.7709 -5.5091 -2.05 1.35 0.33
C 0.9468 -3.0178 -5.0403 1.20 -2.97 1.91
C 0.4224 -2.0369 -4.0085 -0.14 0.80 -0.80
O -0.2723 -1.0757 -4.7730 0.32 1.08 -0.20
C -0.9422 -0.0604 -4.0597 -0.55 -0.43 0.73
H 5.3758 -3.0017 -7.9013 -0.04 0.45 0.47
H 5.0114 -2.0162 -9.3636 0.12 0.37 0.13
H 4.4906 -3.6783 -9.2041 0.28 -0.08 -0.34
H 3.3609 -0.4521 -7.7841 -0.31 0.19 -0.07
H 4.2377 -1.3920 -6.6196 0.44 -0.37 -0.11
H 1.3357 -1.6821 -7.0321 -0.59 0.04 0.22
H 2.0058 -0.7144 -5.6968 0.02 0.03 -0.16
H 2.7298 -3.5010 -6.0937 -0.46 -0.39 -0.03
H 0.9691 -3.9524 -4.4798 0.44 -0.41 0.29
H 0.2183 -3.3295 -5.7888 -0.10 0.99 -0.54
H 1.2370 -1.6142 -3.4203 0.54 0.38 -0.28
H -0.2137 -2.4164 -3.2087 -0.49 -0.78 -0.31
H -0.5327 0.1798 -3.0785 0.43 -0.18 0.14
H -1.9385 -0.4515 -3.8535 -0.42 0.39 0.00
H -0.9913 0.8906 -4.5900 0.02 -0.30 -0.43
C -2.4534 2.9346 3.7366 1.16 0.54 -0.90
O -2.8375 3.4588 2.4375 -0.44 -0.72 1.56
C -4.1967 3.1763 2.1330 -0.26 0.00 -0.45
C -4.4988 1.7082 1.7610 -0.49 1.09 0.11
N -4.6188 0.8092 2.8882 -0.59 -1.39 -0.54
C -5.8423 0.9801 3.6751 1.33 1.61 1.04
C -5.7638 0.1111 4.9468 -0.84 1.34 -0.96
O -4.6959 0.5666 5.7874 0.24 -0.97 -1.07
C -4.0840 -0.5291 6.4390 -0.21 -0.45 0.12
H -3.0535 3.2587 4.5868 -0.52 0.04 -0.27
H -1.4512 3.3330 3.8949 0.03 0.11 0.03
H -2.3169 1.8533 3.7467 -0.26 -0.06 -0.13
H -4.4554 3.8740 1.3365 0.09 -0.23 -0.46
H -4.8738 3.4790 2.9318 0.19 0.02 0.52
H -3.8739 1.4259 0.9137 0.65 -0.58 0.49
H -5.4801 1.6810 1.2872 -0.31 0.28 -0.01
H -3.8324 0.7196 3.5156 -0.04 0.23 -0.27
H -6.7909 0.9719 3.1384 0.14 -1.09 -0.40
H -5.8312 2.0294 3.9702 -0.27 0.38 0.77
H -5.7156 -0.8910 4.5208 0.61 -0.46 0.77
H -6.6701 0.2342 5.5397 -0.33 -0.25 -0.15
H -3.8369 -1.3630 5.7819 0.38 0.25 -0.61
H -4.7955 -1.0224 7.1011 -0.05 0.28 0.70
H -3.1800 -0.1922 6.9463 -0.24 0.04 0.10
```
Forces are in eV/Å.

LUMO level (alpha / beta)	2.17 / 2.22	eV
energy	-84337.551	eV
molar mass	932.34	u
relative energy (zero: lowest compared OMol25 entry of this formula, charge and spin)	0.0000	eV
spin multiplicity	2
frontier orbital gap (alpha / beta)	1.262 / 8.510	eV
HOMO energy (alpha / beta)	0.9 / -6.3	eV
net charge	-1



Density functional theory data (ωB97M-V/def2-TZVPD) for a molecular structure, C42H105N7O14 at a distorted geometry.

```
168
Properties=species:S:1:pos:R:3:forces:R:3
C 3.1004 -2.0779 -3.6401 1.03 1.28 0.04
O 2.6317 -1.2096 -4.6770 1.91 -2.11 -1.77
C 2.5505 -1.8728 -5.9743 -1.82 3.33 1.16
C 2.6174 -0.6599 -6.9691 1.91 -2.69 -0.48
N 2.4445 -1.2303 -8.2875 -0.01 0.42 -2.09
C 1.1747 -1.7949 -8.6920 -0.20 0.38 -0.64
C 0.9214 -1.9065 -10.2449 -0.18 -0.52 0.79
O 0.1602 -3.1112 -10.4560 0.34 0.05 -0.83
C 0.0080 -3.4268 -11.8410 1.04 0.15 -0.28
H 4.0535 -2.5900 -3.7727 0.15 -0.09 -1.02
H 2.3233 -2.7922 -3.3682 0.51 0.05 0.21
H 3.2997 -1.2909 -2.9127 0.02 -1.26 0.54
H 1.5416 -2.2702 -6.0845 -0.21 -0.43 0.17
H 3.2414 -2.7000 -6.1376 0.52 0.42 -0.01
H 3.6767 -0.4107 -7.0321 0.03 0.69 0.59
H 2.0562 0.2525 -6.7673 -0.39 -0.52 0.22
H 3.1312 -1.9626 -8.3984 0.32 0.21 -0.10
H 0.4280 -1.1044 -8.3000 -0.40 -0.49 0.26
H 1.1140 -2.8081 -8.2949 -0.81 -0.11 0.01
H 1.8434 -1.9414 -10.8252 0.31 -0.13 0.15
H 0.3461 -1.0648 -10.6306 -0.05 0.27 0.12
H 0.9013 -3.2457 -12.4387 0.72 0.53 0.35
H -0.7233 -2.8233 -12.3788 -0.65 -0.21 0.40
H -0.0548 -4.4996 -12.0234 -0.94 -0.02 0.60
C -1.6240 -10.2612 0.0908 -1.77 -0.87 0.10
O -1.3630 -8.9465 -0.1446 0.74 1.75 0.71
C -2.4642 -8.0462 -0.3355 2.57 -0.41 -0.03
C -1.7074 -6.7247 -0.5476 -1.79 0.31 -1.20
N -1.0450 -6.6517 -1.8580 -0.78 -0.52 0.58
C -0.3384 -5.3991 -2.0566 -0.25 0.50 -0.78
C -1.3017 -4.1830 -2.2308 -0.46 -2.65 -0.72
O -0.6188 -3.0052 -2.6011 -6.86 -6.24 1.37
C -0.6460 -2.6965 -3.9960 -4.36 -1.23 -2.71
H -1.2798 -10.7856 -0.8006 0.19 -0.90 0.60
H -2.6959 -10.4108 0.2198 -0.57 -0.16 -0.71
H -1.3622 -10.6004 1.0931 1.30 -0.18 -0.20
H -3.1043 -7.9732 0.5437 -0.10 -0.17 0.10
H -2.9702 -8.4707 -1.2026 -0.57 0.80 -0.17
H -0.9707 -6.5103 0.2267 -0.30 -0.20 0.60
H -2.5301 -6.0098 -0.5302 0.27 0.63 0.13
H -0.3747 -7.4030 -1.7781 0.32 -0.12 -0.57
H 0.1552 -5.4619 -3.0265 0.41 -0.17 0.05
H 0.4176 -5.2863 -1.2796 0.19 0.62 0.22
H -1.9445 -4.1428 -1.3515 0.28 0.78 0.16
H -1.9630 -4.4313 -3.0610 -0.25 -0.39 0.17
H -0.1719 -3.3417 -4.7356 0.55 -0.70 0.70
H -0.2312 -1.6944 -4.1052 -2.60 -1.64 -1.78
H -1.6763 -2.5941 -4.3369 -0.16 -0.82 0.37
C -3.7560 2.1282 -0.1935 -0.08 0.35 0.99
O -3.2521 1.0646 0.5728 -0.52 -1.24 -1.47
C -2.8129 1.3023 1.8725 0.71 -0.08 0.23
C -1.7662 0.1816 2.0833 1.19 1.23 -0.15
N -1.1506 -0.0059 3.4300 -0.92 0.72 -1.49
C 0.2406 -0.4066 3.3235 -0.04 -2.76 -0.68
C 0.5133 -1.8067 2.7691 -0.77 1.15 0.07
O -0.0004 -1.7561 1.4987 0.44 -0.91 -1.30
C 0.0985 -2.9813 0.8020 -0.86 1.12 -0.67
H -4.0395 1.8637 -1.2122 0.39 -0.62 0.12
H -2.9804 2.8936 -0.2202 -0.18 0.52 -0.15
H -4.6809 2.4812 0.2626 -0.04 0.51 0.13
H -3.6238 1.3587 2.5987 -0.26 -0.15 0.13
H -2.2899 2.2586 1.8722 0.14 0.26 0.42
H -0.9775 0.5655 1.4362 0.35 -0.13 0.18
H -2.0356 -0.7251 1.5416 0.07 0.32 0.48
H -1.7902 -0.5205 4.0183 0.49 -0.44 0.24
H 0.7215 -0.4323 4.3014 -0.32 -2.47 -2.88
H 0.7339 0.4041 2.7872 -0.43 -1.50 -0.63
H -0.0937 -2.5435 3.2952 0.16 -0.27 0.75
H 1.5572 -2.1195 2.7461 0.36 0.19 0.36
H -0.1761 -3.8585 1.3879 -0.23 0.00 0.28
H 1.0805 -3.1517 0.3607 0.12 0.15 -0.12
H -0.6602 -2.7246 0.0627 0.26 -1.18 -0.75
C -1.9993 10.0767 5.1374 -0.05 -0.34 0.16
O -1.4669 8.7921 4.8168 -0.98 0.94 -0.39
C -0.7279 8.1462 5.8009 0.57 -1.33 -0.08
C -0.2236 6.8217 5.1590 1.48 1.83 -0.41
N 1.0446 7.1957 4.4032 -0.81 -0.23 -0.18
C 1.6422 6.0716 3.6902 -0.96 1.79 1.98
C 0.9913 5.7511 2.3730 2.92 6.21 4.43
O 1.0972 6.9180 1.5240 -0.78 -1.61 1.94
C 0.3660 6.7696 0.3371 1.03 0.59 -1.43
H -2.3662 10.5294 4.2163 0.16 -0.12 0.01
H -1.2917 10.7502 5.6212 0.51 -0.07 -0.20
H -2.8326 10.0264 5.8383 -0.25 -0.36 0.06
H -1.2527 7.8361 6.7046 -0.79 0.42 0.11
H 0.0915 8.7954 6.1092 0.37 -0.20 0.06
H -0.9796 6.4744 4.4548 -0.31 -0.21 0.24
H -0.0385 6.0837 5.9395 0.26 -0.07 -0.19
H 0.6930 7.7251 3.6182 -0.08 1.10 0.18
H 1.5981 5.2823 4.4407 -0.82 -0.01 -0.28
H 2.7042 6.1569 3.4601 0.13 1.28 0.25
H -0.0319 5.4705 2.6226 -0.16 0.38 -0.45
H 1.6704 4.9463 2.0912 1.99 2.57 0.89
H 0.2189 7.7889 -0.0200 -0.39 -0.13 -0.12
H -0.5577 6.1908 0.3275 -0.14 0.16 0.68
H 1.0463 6.2864 -0.3642 -0.18 -0.14 -0.49
C -1.2046 1.0355 -2.4125 -0.28 -0.01 -1.36
O -1.2855 -0.0983 -3.3013 -3.89 1.66 -0.43
C -2.6163 -0.3768 -3.7339 -0.57 -1.09 -1.50
C -3.6188 -0.9478 -2.7535 2.64 0.93 1.27
N -3.2206 -2.3104 -2.2583 -1.62 1.40 -1.20
C -4.3109 -2.9261 -1.5780 -1.99 -1.11 1.84
C -4.4321 -2.8343 -0.0335 1.12 -0.37 -1.15
O -4.8607 -1.5982 0.3545 -0.05 1.64 1.61
C -4.4362 -1.3976 1.7041 -0.49 0.57 0.37
H -1.0923 0.8073 -1.3526 -0.56 -0.50 0.12
H -2.0833 1.6560 -2.5882 0.30 0.37 0.06
H -0.2219 1.3874 -2.7263 -1.62 1.51 -0.18
H -2.5958 -1.1165 -4.5343 0.73 -0.01 -0.04
H -3.1172 0.4192 -4.2848 0.32 1.02 0.45
H -4.5661 -0.7548 -3.2570 -0.33 -1.01 0.51
H -3.4757 -0.2674 -1.9140 -1.03 0.26 0.49
H -2.4061 -2.2102 -1.6695 -0.03 0.19 -0.02
H -4.4516 -3.9987 -1.7116 0.79 -0.46 -0.69
H -5.2694 -2.5574 -1.9431 0.04 0.33 -0.24
H -3.4464 -2.9757 0.4098 0.56 -0.47 -0.06
H -5.0808 -3.5832 0.4208 -0.21 -0.56 -0.37
H -3.3561 -1.3220 1.8295 -0.58 -0.26 -0.53
H -4.7127 -2.1914 2.3981 -0.62 -0.44 -0.22
H -4.8630 -0.4707 2.0870 -0.12 -0.06 -0.23
C 0.6460 -1.5857 -2.9195 5.16 4.44 1.37
O 1.5370 -0.9572 -2.0622 0.82 1.38 1.34
C 1.4858 0.4207 -2.2682 1.99 0.62 1.33
C 2.8183 1.0945 -1.7941 -1.04 0.51 -1.34
N 2.6697 2.0311 -0.6812 0.37 -1.54 1.12
C 2.5572 1.1872 0.5321 -1.44 1.60 0.82
C 1.9881 2.1212 1.6906 0.94 -3.03 -4.20
O 0.5810 2.5034 1.5621 3.01 -1.73 0.62
C 0.4437 3.8273 1.1475 -2.82 -2.51 -2.67
H -0.3215 -1.1138 -2.7479 1.88 -1.06 0.76
H 0.6204 -2.6594 -2.7332 3.97 2.11 0.34
H 0.8803 -1.4488 -3.9751 2.40 1.80 1.08
H 0.6561 0.8795 -1.7305 1.29 -0.49 0.68
H 1.3413 0.6831 -3.3162 0.02 -0.35 -0.41
H 3.2105 1.6553 -2.6425 0.21 -0.03 -0.10
H 3.5251 0.2931 -1.5788 0.11 0.23 0.37
H 1.7662 2.4827 -0.6783 -0.15 0.17 -0.86
H 3.5379 0.7639 0.7492 0.05 0.17 0.42
H 1.8601 0.3578 0.4120 -0.16 -0.32 -0.22
H 2.7144 2.9336 1.7171 -1.02 -2.00 -4.33
H 2.1725 1.6297 2.6459 0.59 0.55 -3.13
H -0.6451 3.8616 1.1088 -0.32 0.72 -0.66
H 0.9095 3.9824 0.1743 -0.18 0.02 -0.63
H 0.8126 4.6419 1.7708 -2.84 -5.83 -3.09
C 2.8591 3.6486 3.5445 2.01 1.61 1.78
O 2.1201 2.9090 4.4472 -1.46 1.05 2.37
C 1.7464 1.6121 4.2153 0.78 -0.54 0.92
C 1.3372 0.7540 5.4373 0.05 1.28 -0.21
N 2.4517 -0.2154 5.6744 1.03 2.85 0.30
C 3.5925 0.6133 6.2380 0.96 -0.57 1.23
C 3.4799 0.9886 7.7271 0.32 0.04 -1.81
O 3.6885 -0.1929 8.4720 0.49 -0.21 -1.16
C 2.8043 -0.4256 9.5094 -0.70 0.52 -0.34
H 2.6322 4.6939 3.7539 1.20 -2.17 -0.36
H 2.6989 3.3896 2.4979 0.84 2.82 4.31
H 3.8877 3.5525 3.8922 0.74 -0.23 -0.70
H 2.5953 1.0912 3.7724 0.85 -0.86 1.00
H 1.1497 1.6235 3.3032 -2.09 0.26 2.85
H 0.5010 0.2763 4.9267 -0.22 2.00 3.72
H 0.8994 1.3833 6.2122 0.66 -0.01 0.64
H 2.2918 -1.0223 6.2604 -0.37 0.25 0.35
H 3.8455 1.5703 5.7815 -1.01 -0.07 -0.93
H 4.5848 0.1626 6.2555 -0.23 -1.08 -0.75
H 2.5712 1.5906 7.7186 -0.74 -0.60 1.41
H 4.2795 1.7016 7.9278 0.22 0.03 0.23
H 1.8080 -0.5246 9.0785 -0.51 0.31 0.29
H 2.9100 0.4805 10.1061 -0.66 -0.50 1.12
H 2.9909 -1.3975 9.9661 0.52 0.38 0.36
```
Forces are in eV/Å.

LUMO level	0.58	eV
energy	-84314.262	eV
molar mass	932.34	u
relative energy (zero: lowest compared OMol25 entry of this formula, charge and spin)	27.7109	eV
frontier orbital gap	8.137	eV
HOMO energy	-7.6	eV



Among the records above, which one has the highest relative energy (zero: lowest compared OMol25 entry of this formula, charge and spin)? number 2



Among the records above, which one has the highest energy? number 2